40
Properties=species:S:1:pos:R:3 method="wB97M-V/def2-TZVPD" total_charge=-1 orbital_gap_ev="6.9 / 7.1" spin_multiplicity=1 de_lowest_ev=2.428 e_homo_ha="-0.1671 / -0.1710"
Pt -0.16 -0.37 -0.26
S -4.60 -1.42 0.12
C -3.72 -2.89 -0.03
C -2.38 -2.71 -0.17
C -1.99 -1.35 -0.16
C -3.08 -0.52 -0.01
C -2.99 0.90 -0.01
C -4.10 1.76 0.03
C -3.90 3.12 0.02
C -2.60 3.61 -0.03
C -1.55 2.70 -0.08
N -1.74 1.40 -0.07
H -4.28 -3.82 -0.01
H -1.69 -3.53 -0.28
H -5.09 1.33 0.05
H -4.74 3.79 0.04
H -2.40 4.68 -0.02
H -0.53 3.03 -0.13
C 2.46 -3.59 1.96
C 1.72 -2.42 1.34
O 0.74 -2.87 0.42
P 0.82 -1.45 2.62
O 1.86 -1.15 3.79
O -0.16 -2.47 3.37
O 0.06 -0.26 2.19
P 2.86 -1.22 0.50
O 3.70 -0.71 1.87
O 3.84 -1.91 -0.37
O 2.09 -0.04 0.01
H 1.75 -4.30 2.39
H 3.12 -3.24 2.75
H 3.05 -4.08 1.19
H 1.08 -2.79 -0.49
H 2.64 -0.74 3.38
H -1.04 -2.29 3.03
H 4.61 -0.68 1.58
O 0.69 -1.72 -2.34
N 0.61 -0.69 -3.03
O 0.87 -0.70 -4.22
O 0.23 0.37 -2.49